[1]
Here is a cluster of 7 separate species, C2H18O6 in total at a distorted geometry from the Open Molecules 2025 dataset. Energies are from ωB97M-V with the def2-TZVPD basis set.

Geometry as ORCA input:
```
! wB97M-V def2-TZVPD RIJCOSX def2/J DEFGRID3
* xyz 0 1
C 0.1370 -0.3576 -3.2134
C 0.3721 0.8316 -2.2897
H -0.2565 -0.2915 -4.1843
H -0.3532 -1.1717 -2.7740
H 1.1311 -0.7479 -3.5093
H -0.3557 1.5866 -2.3993
H 0.1488 0.6064 -1.2693
H 1.3820 1.2932 -2.5219
H 2.2682 -1.5502 2.6037
H 3.3033 -1.3894 1.3599
O 3.0955 -1.5866 2.2657
H -3.5031 1.3110 1.2290
H -3.0100 1.1471 -0.1102
O -2.8585 1.6446 0.6367
H -0.7773 1.5402 2.0196
H -1.1671 2.6122 1.0069
O -0.5164 2.1647 1.4845
H 0.9502 -0.1206 3.4039
H 0.0388 -0.3214 2.2096
O 0.0405 -0.1844 3.1634
H 0.6510 1.1621 0.9990
H 2.0505 1.1734 1.0178
O 1.3719 0.5232 1.0214
H -1.1776 -3.0519 -1.4908
H -1.2579 -3.4024 0.1131
O -1.7076 -3.4207 -0.7717
*
```

- HOMO-LUMO gap (eV) = 11.188
- F_max (eV/Å) = 7.77
- LUMO level (eV) = 0.178
- HOMO (Ha) = -0.4046
- SMILES = CC.O.O.O.O.O.O
- energy relative to the best compared isomer or geometry (same formula, charge and spin) (kJ/mol) = 220.2
- energy (eV) = -14649.244



[2]
Here is a cluster of 8 separate species, C2H20O8 in total at a distorted geometry from the Open Molecules 2025 dataset. Energies are from ωB97M-V with the def2-TZVPD basis set.

Geometry as ORCA input:
```
! wB97M-V def2-TZVPD RIJCOSX def2/J DEFGRID3
* xyz 0 1
C -10.5549 -17.7500 -0.6921
O -11.5853 -17.2145 -1.5302
H -10.5479 -17.1414 0.2121
H -10.7953 -18.8033 -0.5471
H -9.5659 -17.5533 -1.1061
H -11.5895 -16.2545 -1.5240
C -3.8332 -22.5375 -6.8524
O -4.9076 -23.0112 -7.6435
H -4.1228 -22.5440 -5.8016
H -2.9146 -23.1242 -6.8536
H -3.5833 -21.5039 -7.0917
H -5.6499 -22.4464 -7.4162
O -4.9943 -19.4646 -1.2514
H -4.1863 -19.9613 -1.3810
H -4.7194 -18.5481 -1.2777
O -7.1703 -20.5104 2.5619
H -6.8254 -20.5296 1.6692
H -6.8209 -19.7020 2.9369
O -6.0462 -16.5172 -5.5759
H -6.0001 -16.4322 -4.6237
H -5.4524 -15.8429 -5.9061
O -3.4468 -15.2985 -2.0968
H -3.4229 -14.9421 -2.9848
H -2.8446 -14.7449 -1.5997
O -8.4853 -22.6011 -2.4938
H -7.7553 -22.0366 -2.2395
H -8.7707 -22.2576 -3.3404
O -0.9815 -21.9323 -0.9385
H -0.4014 -21.9505 -0.1773
H -0.4029 -21.7409 -1.6766
*
```

- HOMO-LUMO gap (eV) = 10.172
- F_max (eV/Å) = 1.58
- LUMO level (eV) = 0.010
- HOMO (Ha) = -0.3734
- SMILES = CO.CO.O.O.O.O.O.O
- energy relative to the best compared isomer or geometry (same formula, charge and spin) (kJ/mol) = 222.0
- energy (eV) = -18776.763



[3]
Here is a cluster of 8 separate species, C2H21NO7 in total at a distorted geometry from the Open Molecules 2025 dataset. Energies are from ωB97M-V with the def2-TZVPD basis set.

Geometry as ORCA input:
```
! wB97M-V def2-TZVPD RIJCOSX def2/J DEFGRID3
* xyz 0 1
C -2.3241 -1.4358 1.8134
C -1.8913 -2.8587 1.3705
N -0.6915 -2.7838 0.4381
H -2.1364 -0.7340 0.9667
H -3.3374 -1.3049 1.7834
H -1.8285 -1.0115 2.7302
H -1.5855 -3.4749 2.2601
H -2.6799 -3.5020 0.9664
H -0.7586 -2.1287 -0.2813
H 0.0433 -2.6834 1.1099
H -0.7442 2.6052 -2.9251
H -1.5578 2.0446 -3.9579
O -0.6651 1.9553 -3.5892
H 2.9170 -0.4751 1.6114
H 3.7256 -0.3346 2.7447
O 3.4517 0.2187 2.0062
H -1.4382 4.0633 -1.0804
H -0.9480 2.6665 -0.9365
O -1.5567 3.1448 -1.4068
H 0.6084 -2.3054 -3.0071
H 1.4922 -1.0255 -2.6543
O 1.4407 -1.9483 -2.6500
H -2.6068 3.3479 0.5454
H -2.0557 3.5907 1.8976
O -1.8178 3.7651 0.9795
H 3.0925 0.9609 -0.1947
H 2.8546 2.2593 0.6025
O 3.1106 1.9256 -0.2445
H 2.0601 -1.3045 -0.8398
H 3.3953 -1.5558 -0.0498
O 2.4316 -1.6809 -0.0085
*
```

- HOMO-LUMO gap (eV) = 9.222
- F_max (eV/Å) = 4.31
- LUMO level (eV) = 0.183
- HOMO (Ha) = -0.3322
- SMILES = CCN.O.O.O.O.O.O.O
- energy relative to the best compared isomer or geometry (same formula, charge and spin) (kJ/mol) = 104.3
- energy (eV) = -18235.874



[4]
Here is a structure of composition C2H24HfO11 at a distorted geometry from the Open Molecules 2025 dataset. Energies are from ωB97M-V with the def2-TZVPD basis set.

Geometry as ORCA input:
```
! wB97M-V def2-TZVPD RIJCOSX def2/J DEFGRID3
* xyz 2 1
Hf -25.5032 2.3689 -11.3847
C -28.0072 3.9019 -10.8411
O -26.9208 3.1816 -10.2957
H -28.8544 3.1734 -10.9271
H -27.6847 4.1787 -11.8271
H -28.2876 4.6715 -10.1547
C -26.4224 3.4722 -14.3612
O -25.8479 3.1720 -13.1177
H -26.2359 4.5513 -14.5311
H -27.4918 3.3430 -14.2372
H -25.9424 2.8252 -15.0653
O -24.8075 0.6933 -12.5265
H -24.0999 0.8595 -13.1423
H -24.9045 -0.2693 -12.5342
O -23.5071 2.8711 -11.9403
H -22.6903 2.3767 -11.7545
H -23.3083 3.6742 -12.4473
O -27.3361 1.2438 -12.0312
H -28.0485 0.9831 -11.4068
H -27.3342 0.5468 -12.7160
O -25.9252 -0.2156 -16.8023
H -25.4969 0.6191 -16.9896
H -25.6151 -0.9044 -17.3820
O -26.0077 6.6751 -13.3340
H -26.1046 5.7777 -13.7308
H -25.3738 7.1855 -13.8298
O -25.1273 5.1767 -11.1406
H -24.7171 5.7129 -10.4543
H -25.2946 5.7936 -11.8352
O -24.7278 2.1284 -17.5842
H -25.1404 2.1418 -18.4419
H -24.6931 3.0322 -17.2457
O -23.9853 4.6087 -16.0670
H -23.7357 4.7612 -15.1690
H -24.4598 5.3837 -16.2492
O -23.8875 1.4443 -14.9906
H -23.9229 0.4991 -15.1221
H -24.7171 1.7737 -15.2664
*
```

- HOMO-LUMO gap (eV) = 8.409
- F_max (eV/Å) = 5.73
- LUMO level (eV) = -7.886
- HOMO (Ha) = -0.5988
- energy relative to the best compared isomer or geometry (same formula, charge and spin) (kJ/mol) = 0.0
- energy (eV) = -26279.310



[5]
Here is a cluster of 10 separate species, C2H24O11 in total at a distorted geometry from the Open Molecules 2025 dataset. Energies are from ωB97M-V with the def2-TZVPD basis set.

Geometry as ORCA input:
```
! wB97M-V def2-TZVPD RIJCOSX def2/J DEFGRID3
* xyz 1 2
O 2.0430 -2.0834 1.9398
H 1.6840 -1.4526 2.5638
H 2.0987 -2.9026 2.4319
O 0.6377 0.2980 -2.8946
H 0.0457 1.0406 -3.0144
H 0.5697 -0.1972 -3.7109
O 0.8764 1.2040 0.8715
H 1.6384 1.7207 1.1335
H 0.5068 0.8866 1.6955
O 0.2309 -1.2837 -0.3197
H 0.7073 -0.6288 -0.8300
H 0.7923 -1.4535 0.4367
O -0.1602 -0.3148 2.8995
H -1.0632 -0.5593 3.1025
H 0.0148 0.4424 3.4582
O -2.5432 -0.6104 -1.0348
H -2.2725 0.3074 -1.0087
H -2.0004 -1.0396 -0.3735
O 3.3312 -1.1138 -2.8305
H 3.6705 -0.6990 -3.6235
H 2.3979 -0.9009 -2.8287
O 2.9883 -3.6435 -0.7175
H 2.9861 -2.7455 -1.0489
H 2.0824 -3.8040 -0.4533
O 0.1533 -3.7757 -1.1918
H -0.3946 -3.8259 -1.9751
H 0.0618 -2.8711 -0.8925
C -2.3746 2.5369 0.0524
C -2.0845 3.3712 1.3250
O -3.0734 4.2456 1.8706
O -1.1607 2.3377 -0.6325
H -2.9377 3.1860 -0.6183
H -2.9690 1.6255 0.1157
H -1.1348 3.8771 1.1509
H -1.8856 2.7318 2.1850
H -2.9181 4.2066 2.8171
H -0.5445 1.8871 -0.0503
*
```

- HOMO-LUMO gap (alpha / beta) (eV) = 9.368 / 1.984
- F_max (eV/Å) = 2.25
- LUMO level (alpha / beta) (eV) = -3.154 / -10.538
- HOMO (alpha / beta) (Ha) = -0.4602 / -0.4602
- energy (eV) = -24975.161



[6]
Here is a cluster of 11 separate species, C2H25O11 in total at a distorted geometry from the Open Molecules 2025 dataset. Energies are from ωB97M-V with the def2-TZVPD basis set.

Geometry as ORCA input:
```
! wB97M-V def2-TZVPD RIJCOSX def2/J DEFGRID3
* xyz -1 1
C 0.3886 -1.0409 -1.0527
C 0.9097 -1.3258 0.3413
O 0.2466 -0.5807 1.2887
H -0.6071 -1.3787 -1.1112
H 0.8686 -1.5075 -1.9179
H 0.4198 0.0080 -1.2109
H 1.9598 -1.0293 0.5325
H 0.7135 -2.3526 0.5813
O 1.5287 1.7644 1.2419
H 1.0934 0.9157 1.1547
H 2.3201 1.7416 0.7413
O -0.3612 2.0029 -3.2323
H 0.1671 2.4954 -2.6098
H -1.1792 1.7595 -2.7755
O -1.2639 1.1921 2.9311
H -1.4649 1.0784 3.8120
H -0.6436 0.5128 2.6240
O 0.6828 -0.1129 -4.5986
H 0.2371 0.5691 -4.1116
H 0.3272 -0.9353 -4.2855
O -2.7264 -2.0286 0.5689
H -2.2784 -1.2287 0.3625
H -2.3528 -2.2904 1.4141
O 2.0365 -0.4344 3.1994
H 1.5631 -0.5575 2.3743
H 2.0755 0.5219 3.3531
O -1.9515 0.6162 0.2677
H -1.0472 0.3253 0.3282
H -2.1529 0.7761 -0.6998
O -2.4984 0.3749 -2.3660
H -2.8820 -0.4000 -2.1443
H -3.2300 0.6931 -2.9478
O 3.9824 1.8383 -0.0112
H 3.8943 0.9975 -0.3507
H 4.2847 2.3721 -0.7672
O -1.3498 -1.8960 2.9701
H -0.9301 -1.8976 3.8274
H -0.7804 -1.5583 2.2787
*
```

- HOMO-LUMO gap (eV) = 7.725
- F_max (eV/Å) = 5.16
- LUMO level (eV) = 2.421
- HOMO (Ha) = -0.1950
- energy relative to the best compared isomer or geometry (same formula, charge and spin) (kJ/mol) = 94.4
- energy (eV) = -25003.409



[7]
Here is a structure of composition C2H25O11Pb2 at a distorted geometry from the Open Molecules 2025 dataset. Energies are from ωB97M-V with the def2-TZVPD basis set.

Geometry as ORCA input:
```
! wB97M-V def2-TZVPD RIJCOSX def2/J DEFGRID3
* xyz 2 2
Pb 0.6187 -3.5672 1.9983
Pb -0.6071 -2.4978 -1.9863
C 0.5134 0.6722 -0.1103
C -0.1709 -0.1502 0.8899
O -0.3527 -1.5177 0.5116
H 0.5060 1.6710 0.3261
H -0.0340 0.7499 -1.0497
H 1.5587 0.3998 -0.2564
H -1.1826 0.2356 1.0155
H 0.3293 -0.0394 1.8519
O -2.4271 3.0773 1.6756
H -2.7715 3.7640 2.2467
H -1.8500 2.5629 2.2400
O 0.1327 -2.0452 3.9870
H -0.4308 -1.2743 3.9194
H 0.6435 -1.8999 4.7834
O 4.0557 -1.2597 -0.6962
H 3.7098 -0.3682 -0.7374
H 4.8053 -1.1992 -0.1040
O -1.9620 -0.3349 -2.1315
H -2.7098 -0.0241 -1.6213
H -1.5215 0.4635 -2.4226
O -3.5796 1.0021 -0.1995
H -4.4265 1.4253 -0.3403
H -3.0675 1.6465 0.2891
O 1.9634 -2.7538 -1.7256
H 2.3042 -3.6465 -1.6683
H 2.5816 -2.2279 -1.2182
O 1.6751 2.8716 -2.7727
H 1.8378 2.7616 -3.7095
H 2.2723 2.2536 -2.3512
O -1.1490 2.4758 -3.1259
H -1.0336 2.5725 -4.0711
H -0.3285 2.7948 -2.7500
O 2.7439 -1.9537 2.2755
H 3.6895 -2.0658 2.3729
H 2.6303 -1.0209 2.0934
O -3.1975 -1.5079 0.9244
H -2.2455 -1.4105 0.9437
H -3.5236 -0.6355 0.7038
*
```

- HOMO-LUMO gap (alpha / beta) (eV) = 4.495 / 8.246
- F_max (eV/Å) = 1.90
- LUMO level (alpha / beta) (eV) = -7.601 / -7.269
- HOMO (alpha / beta) (Ha) = -0.4445 / -0.5702
- energy (eV) = -35482.213



[8]
Here is a structure of composition C2H27BeO19 at a distorted geometry from the Open Molecules 2025 dataset. Energies are from ωB97M-V with the def2-TZVPD basis set.

Geometry as ORCA input:
```
! wB97M-V def2-TZVPD RIJCOSX def2/J DEFGRID3
* xyz -1 1
Be -19.6530 -3.0792 22.5142
C -17.8822 -3.8467 20.7782
O -17.4427 -4.0212 19.6391
O -17.0275 -4.0654 21.7093
O -18.9767 -3.3745 21.1602
H -16.1583 -4.3201 21.3116
C -19.8667 -1.3666 23.5277
O -18.7425 -2.0732 23.5689
O -20.6519 -1.9475 22.6751
O -19.3927 -0.2217 23.4274
O -14.4305 -3.0043 22.2643
H -15.0716 -2.6538 21.6158
H -13.7911 -2.3264 22.2868
O -16.0113 -2.8056 24.4477
H -15.3243 -2.9426 23.7530
H -15.8424 -3.4755 25.0972
O -15.4450 -5.2829 17.7753
H -15.2944 -5.2761 18.7379
H -14.5815 -4.9496 17.4588
O -19.8876 -2.9412 18.1563
H -19.7199 -3.5519 18.8582
H -20.8731 -2.8081 18.1970
O -20.1617 -0.9229 19.9111
H -20.1626 -1.6639 19.2804
H -19.2319 -0.8929 20.1402
O -17.5009 -3.9281 16.6777
H -17.9310 -3.3003 17.2884
H -16.8079 -4.2493 17.2415
O -14.3913 -5.5188 23.3914
H -14.9345 -6.2284 22.9974
H -14.5045 -4.7956 22.8040
O -14.6319 -5.3970 20.4336
H -14.1886 -5.9091 21.1013
H -14.0822 -4.6121 20.3548
O -19.8208 -4.4767 23.4610
H -19.9878 -5.3444 23.0031
H -18.9786 -4.6799 23.8184
O -17.4780 -5.6308 24.3967
H -17.2265 -6.4640 23.9831
H -16.9050 -4.9843 23.9557
O -15.9515 -2.2567 18.4534
H -15.1322 -2.6496 18.6059
H -16.5823 -2.8258 18.8895
O -21.5835 -4.3553 21.0837
H -21.9304 -3.5403 20.6461
H -21.2787 -4.9249 20.3641
O -17.8101 -6.8640 19.7362
H -18.2765 -7.0075 18.9152
H -17.5223 -5.9351 19.5697
*
```

- HOMO-LUMO gap (eV) = 4.745
- F_max (eV/Å) = 9.69
- LUMO level (eV) = 1.409
- HOMO (Ha) = -0.1226
- energy relative to the best compared isomer or geometry (same formula, charge and spin) (kJ/mol) = 0.0
- energy (eV) = -41820.645



[9]
Here is a structure of composition C2H27HgO12 at a distorted geometry from the Open Molecules 2025 dataset. Energies are from ωB97M-V with the def2-TZVPD basis set.

Geometry as ORCA input:
```
! wB97M-V def2-TZVPD RIJCOSX def2/J DEFGRID3
* xyz 1 1
Hg -11.2634 21.8669 -29.0155
C -13.0253 26.1986 -30.6088
C -13.9591 25.5888 -29.5841
O -13.5395 24.4394 -28.8978
H -13.5520 27.0339 -31.0703
H -12.7753 25.3865 -31.2916
H -12.0938 26.5525 -30.1672
H -14.9790 25.4027 -29.9205
H -14.0450 26.4416 -28.9106
O -17.5334 23.0097 -27.1009
H -16.7745 23.4140 -27.5214
H -17.7836 22.2982 -27.6903
O -8.7293 28.4163 -29.0380
H -8.3353 29.2067 -28.6688
H -8.0860 27.7273 -28.8716
O -12.5839 27.4099 -25.9164
H -12.8900 26.7558 -26.5446
H -13.2015 28.1357 -26.0054
O -9.4451 28.8187 -32.5929
H -9.7785 28.6666 -31.7086
H -9.1135 29.7164 -32.5732
O -8.9621 24.0494 -29.7702
H -8.1695 24.2163 -29.2600
H -8.8244 24.5243 -30.5898
O -14.6438 30.0593 -26.7800
H -14.7709 31.0044 -26.6964
H -15.3586 29.7703 -27.3473
O -17.0205 20.6379 -30.4013
H -17.1522 21.5278 -30.7285
H -17.8105 20.1660 -30.6649
O -13.1948 31.1352 -33.0510
H -12.9700 31.1662 -32.1210
H -14.1232 31.3660 -33.0812
O -15.1129 25.9856 -35.3713
H -15.2955 25.2174 -34.8302
H -14.2346 26.2609 -35.1086
O -11.5183 26.6223 -34.6965
H -11.2183 25.7140 -34.6623
H -11.0542 27.0555 -33.9801
O -10.4080 23.4388 -26.1082
H -11.1114 24.0841 -26.0367
H -10.2468 23.1588 -25.2071
*
```

- HOMO-LUMO gap (eV) = 3.960
- F_max (eV/Å) = 3.66
- LUMO level (eV) = -9.239
- HOMO (Ha) = -0.4851
- energy relative to the best compared isomer or geometry (same formula, charge and spin) (kJ/mol) = 478.8
- energy (eV) = -31243.823



[10]
Here is a structure of composition C2H28Mg2O24S3 at a distorted geometry from the Open Molecules 2025 dataset. Energies are from ωB97M-V with the def2-TZVPD basis set.

Geometry as ORCA input:
```
! wB97M-V def2-TZVPD RIJCOSX def2/J DEFGRID3
* xyz -2 1
Mg 1.8623 1.9710 -0.5863
Mg 0.4718 -2.1303 -2.3008
S 2.1759 -0.3704 -2.8774
O 0.7536 -0.5288 -3.2796
O 2.3818 -1.7314 -2.2649
O 3.0775 -0.1797 -3.9932
O 2.2732 0.6757 -1.8467
S -0.0140 -0.4390 0.4999
O 0.3627 0.9755 0.2240
O 1.0175 -0.9684 1.4390
O -1.3186 -0.5864 1.1352
O 0.0368 -1.2499 -0.7306
S 1.6175 4.0595 1.9225
O 2.0484 5.4726 1.7741
O 2.5569 3.3177 2.7769
O 0.2423 3.9473 2.4183
O 1.6949 3.4257 0.5522
O 0.5852 -3.7499 -1.0805
H 0.0416 -4.5020 -0.8333
H 1.4024 -3.8041 -0.5344
O 2.8064 -2.5662 0.2457
H 2.1854 -1.9887 0.7420
H 2.9738 -2.0893 -0.5814
O -1.4737 -2.3541 -2.6604
H -2.1985 -2.5072 -2.0416
H -1.8899 -2.1452 -3.5043
O 0.6612 0.4723 3.7966
H 0.6679 -0.1244 3.0346
H -0.2055 0.8904 3.7806
O 0.8250 -2.8899 3.2805
H 0.9305 -2.1559 2.6161
H 1.7163 -3.2188 3.4300
O 3.3275 -0.5598 3.7247
H 4.2856 -0.6009 3.8089
H 3.0743 -1.4056 3.3393
O -1.7879 2.6759 0.5602
H -2.5384 2.2703 0.1170
H -1.0570 2.0244 0.4663
O 0.6094 2.9463 -1.8119
H 0.1057 3.6273 -1.3340
H 0.3782 3.0339 -2.7393
O -2.2648 -1.8460 3.2904
H -3.0702 -1.3694 3.5111
H -1.8749 -1.3287 2.5453
O -3.9321 -0.2869 0.6991
H -3.8622 0.3155 -0.0470
H -2.9930 -0.4563 0.9485
O 3.1353 1.1097 0.7615
H 2.6096 0.7965 1.5225
H 3.8148 0.4422 0.6353
C -3.3119 0.0956 -3.4333
C -2.6873 0.7598 -2.2159
O -3.6705 1.5306 -1.4915
H -3.7087 -0.8857 -3.1611
H -2.4958 -0.0829 -4.1407
H -4.0932 0.7078 -3.8805
H -1.9124 1.4674 -2.5260
H -2.2394 0.0471 -1.5265
H -4.1095 2.0443 -2.1756
*
```

- HOMO-LUMO gap (eV) = 3.468
- F_max (eV/Å) = 2.42
- LUMO level (eV) = 2.697
- HOMO (Ha) = -0.0283
- energy (eV) = -95075.737